Record 1
Entry from the Open Molecules 2025 dataset: the molecule C10H8N2 in a non-equilibrium geometry (ωB97M-V/def2-TZVPD).

Each atom is followed by the atoms it is bonded to, with distances in Å.
Geometry (Å):
1 C -0.517 0.451 0.323  C8 1.405, C11 1.482, C18 1.399
2 C 0.926 0.228 -1.684  H4 1.070, C11 1.403, N14 1.321
3 H 0.298 -0.381 2.078  C18 1.056
4 H 0.877 1.293 -1.774  C2 1.070
5 H 0.180 -2.248 0.484  C19 1.087
6 H 1.584 -3.457 -1.094  C7 1.068
7 C 1.374 -2.427 -1.286  H6 1.068, C9 1.400, C19 1.402
8 C -1.367 1.480 -0.115  C1 1.405, N10 1.339, H13 1.109
9 C 1.863 -1.741 -2.403  C7 1.400, H12 1.091, N14 1.339
10 N -1.992 2.331 0.709  C8 1.339, C17 1.315
11 C 0.315 -0.382 -0.578  C1 1.482, C2 1.403, C19 1.375
12 H 2.484 -2.268 -3.130  C9 1.091
13 H -1.510 1.715 -1.190  C8 1.109
14 N 1.639 -0.432 -2.579  C2 1.321, C9 1.339
15 H -0.967 1.076 3.651  C16 1.091
16 C -1.088 1.174 2.571  H15 1.091, C17 1.370, C18 1.391
17 C -1.868 2.148 2.005  N10 1.315, C16 1.370, H20 1.101
18 C -0.379 0.342 1.711  C1 1.399, H3 1.056, C16 1.391
19 C 0.578 -1.716 -0.378  H5 1.087, C7 1.402, C11 1.375
20 H -2.430 2.815 2.679  C17 1.101

Calculated values
- Max |F|: 1.447 eV/Å
- Frontier orbital gap: 9.7 eV
- Spin multiplicity: 1
- ΔE to the lowest compared entry with this formula, charge and spin: 0.0 kcal/mol

Record 2
Entry from the Open Molecules 2025 dataset: the molecule C3H9NO3 in a non-equilibrium geometry (ωB97M-V/def2-TZVPD).

Each atom is followed by the atoms it is bonded to, with distances in Å.
Geometry (Å):
1 N -1.651 -0.552 -1.199  C5 1.442, H12 1.014, H13 1.013
2 H 3.046 -0.648 -0.613  C16 1.089
3 H 2.701 0.579 0.643  C16 1.094
4 H 0.013 0.348 2.176  O11 0.968
5 C -1.215 -0.448 0.172  N1 1.442, C6 1.533, O10 1.396, H15 1.121
6 C 0.014 0.465 0.256  C5 1.533, O7 1.468, H8 1.099, O11 1.379
7 O 1.092 -0.448 -0.145  C6 1.468, C16 1.412
8 H -0.030 1.297 -0.460  C6 1.099
9 H 2.346 0.927 -1.068  C16 1.096
10 O -2.252 -0.009 0.998  C5 1.396, H14 0.966
11 O 0.206 1.017 1.505  H4 0.968, C6 1.379
12 H -2.279 -1.338 -1.321  N1 1.014
13 H -0.866 -0.685 -1.824  N1 1.013
14 H -2.656 0.761 0.580  O10 0.966
15 H -0.834 -1.410 0.603  C5 1.121
16 C 2.364 0.143 -0.302  H2 1.089, H3 1.094, O7 1.412, H9 1.096

Calculated values
- Max |F|: 1.537 eV/Å
- Frontier orbital gap: 10.7 eV
- Spin multiplicity: 1
- ΔE to the lowest compared entry with this formula, charge and spin: 36.3 kcal/mol